No. 1
Below is C18H39BI2O9S2Si2 as an isolated structure, with properties calculated with wB97M-V/def2-TZVPD.

## Properties
Maximum force: 5.686 eV/Å
Total charge: 0
Multiplicity: 1
Frontier orbital gap: 9.07 eV

```
73
Properties=species:S:1:pos:R:3:lowdin_charge:R:1
C 0.57851 0.49225 4.16291 -0.0143
C 1.43573 -0.34756 3.42671 -0.1922
C 1.22265 -0.81681 1.90670 -0.2457
Si -0.64170 -1.03479 1.43241 0.5333
C -0.71151 -1.83333 -0.30216 -0.2074
C -2.13081 -1.84742 -1.03211 -0.8045
O -2.11551 -1.88158 -2.29397 -0.0941
I -4.08660 -1.76702 -0.10056 0.9027
O -1.62746 0.35029 1.69967 -0.3704
Si -1.34550 1.70028 0.66864 0.2009
I -2.83352 1.76160 -1.35353 0.6163
C 0.46748 2.03510 0.17878 -0.2818
C 0.98249 1.28947 -1.14636 -0.2653
C 1.89911 2.25136 -2.09025 -0.1388
C 2.17570 1.50807 -3.50293 -0.1739
O 1.78979 0.10516 -3.51414 -0.0945
C 0.69401 -0.13557 -4.38561 -0.4019
C 0.96246 -0.91583 -5.77960 0.0047
O -0.49555 0.17799 -4.14960 0.0397
C -1.90464 3.26371 1.69927 -0.2874
O -2.88439 4.05159 0.93879 -0.3769
C -4.21928 3.86758 1.49461 -0.1461
B -1.29452 -2.41423 2.70192 -0.5520
O -0.34235 -3.19582 3.49249 0.0366
O -2.68410 -2.69620 2.95219 -0.1244
C -2.85653 -4.09104 2.49213 -0.1070
H -0.35278 1.01848 3.78411 0.0564
H 0.85250 0.67329 5.26694 0.0709
H 2.35341 -0.78041 3.96823 0.1085
H 1.82541 -0.22240 1.14366 0.0632
H 1.65387 -1.89338 1.86136 0.0913
H 0.04198 -1.41129 -1.06633 0.0949
H -0.40319 -2.94319 -0.17095 0.1155
H 0.53507 3.16923 -0.04625 0.0965
H 1.12026 1.87255 1.10623 0.0840
H 1.61045 0.35560 -0.96474 0.0970
H 0.08442 0.94529 -1.78928 0.0526
H 2.92501 2.28253 -1.55645 0.1166
H 1.47615 3.30224 -2.19832 0.1122
H 3.31281 1.53737 -3.69278 0.1359
H 1.65831 2.13029 -4.30600 0.1031
H 1.71854 -1.75460 -5.63357 0.0843
H 1.29390 -0.12215 -6.53211 0.0891
H -0.05744 -1.31513 -6.13714 0.0953
H -1.02024 3.94489 1.93852 0.1006
H -2.43498 2.90622 2.65591 0.0930
H -4.40558 4.49649 2.43480 0.0992
H -4.35944 2.74705 1.66588 0.0872
H -5.00941 4.17717 0.71061 0.1010
H 0.46399 -3.38005 2.96819 0.0789
H -2.77691 -4.84890 3.33744 0.1038
H -3.85992 -4.13703 1.92975 0.0669
H -2.05289 -4.24670 1.67517 0.0939
C 1.09435 -7.12176 6.29594 -0.2740
S 1.34404 -5.34613 6.07734 0.7961
O 2.75018 -5.03930 6.47827 -0.5591
C 0.27043 -4.83647 7.43627 -0.2671
H 1.70906 -7.64866 5.56531 0.0480
H 1.39288 -7.41929 7.30285 0.0560
H 0.04397 -7.36559 6.12775 0.0511
H 0.61980 -5.27517 8.37282 0.0564
H -0.75373 -5.15337 7.23126 0.0526
H 0.30316 -3.74892 7.51149 0.0512
C 1.91118 4.64391 -8.26232 -0.2708
S 2.43025 4.95534 -6.56101 0.8220
O 2.48610 3.63553 -5.86152 -0.5649
C 0.90652 5.77550 -6.04602 -0.2683
H 2.70644 4.09763 -8.77068 0.0498
H 0.99810 4.04586 -8.27003 0.0583
H 1.74261 5.59416 -8.77164 0.0525
H 0.05545 5.10740 -6.19064 0.0598
H 0.76988 6.68987 -6.62617 0.0528
H 0.99210 6.02875 -4.98854 0.0501
```



No. 2
Below is C18H39Br2CaF2LiMgN2NaO10PS2Si as an isolated structure, with properties calculated with wB97M-V/def2-TZVPD.

## Properties
Maximum force: 2.742 eV/Å
Total charge: +2
Multiplicity: 1
Frontier orbital gap: 1.11 eV

```
81
Properties=species:S:1:pos:R:3:lowdin_charge:R:1
C 0.44162 -1.31371 -1.09579 -0.0814
C 1.89002 -0.90700 -0.49880 -0.1905
C 1.86926 -0.93788 1.10159 -0.2318
N 2.65865 0.16234 1.73613 -0.1477
Si 1.61873 1.52713 2.30115 0.4225
C 0.19016 0.99618 3.44729 -0.2728
C -1.17761 0.59913 2.70883 -0.2892
C -1.95868 -0.45675 3.64015 -0.5486
Br -1.60182 -2.31188 3.04171 0.6990
C 1.09378 2.50465 0.75730 -0.2534
C -0.30711 3.27305 0.88543 -0.2246
C -1.27543 2.66787 -0.25804 -0.1758
C -1.19977 3.58995 -1.57622 -0.2042
O -0.01179 3.31400 -2.32092 -0.0145
C -0.20867 2.34086 -3.29650 -0.4249
C 1.06146 1.99912 -4.19021 0.0246
O -1.24816 1.70426 -3.49507 0.0703
P 2.90908 2.87673 3.52437 0.0986
O 4.56488 2.63251 3.22694 -0.4141
O 2.63646 2.45836 5.17102 -0.4342
S 2.30856 4.68567 3.16887 0.3628
H -0.32845 -1.43749 -0.27351 0.0590
H 0.48957 -2.30026 -1.64711 0.0825
H 0.09039 -0.53796 -1.84216 0.0678
H 2.21647 0.08676 -0.93473 0.0989
H 2.61816 -1.67853 -0.92072 0.1207
H 0.81039 -0.98669 1.49185 0.0641
H 2.37881 -1.91659 1.40353 0.1447
H 3.22461 0.56397 0.96537 0.1111
H 0.55743 0.04174 4.00049 0.0353
H -0.02578 1.76453 4.26778 0.1113
H -1.03254 0.23489 1.64227 0.0902
H -1.86063 1.50915 2.64457 0.1035
H -3.07155 -0.21873 3.67076 0.0850
H -1.57456 -0.31141 4.71584 0.0208
H 1.10686 1.84009 -0.15666 0.0704
H 1.89730 3.30317 0.58531 0.0745
H -0.76793 3.23191 1.91696 0.0860
H -0.10356 4.38214 0.66690 0.0971
H -2.33120 2.66634 0.19422 0.0053
H -0.98474 1.60418 -0.50232 0.1062
H -2.15891 3.59055 -2.18000 0.1151
H -1.08019 4.65530 -1.17688 0.1383
H 0.77555 1.50180 -5.16996 0.0873
H 1.67120 2.95013 -4.46189 0.0795
H 1.71397 1.24670 -3.63664 0.1013
H 4.90665 3.47459 2.83808 0.0808
H 3.00456 3.14722 5.76878 0.0830
N -4.68978 -2.38534 4.98943 -0.6483
O -5.01483 -2.32746 3.79019 -0.0512
O -4.66948 -1.34741 5.67846 -0.0421
O -4.37797 -3.47273 5.49487 -0.0049
Na -0.08582 -0.52230 5.83775 0.7021
Li -3.70806 3.62183 -0.37918 0.1714
F 1.36327 5.10939 -0.54111 -0.3668
Ca -5.93249 3.27190 1.38720 0.8956
O -4.62939 -8.47093 2.35780 0.1366
C -3.72383 -7.69209 2.45349 -0.4842
O -3.43119 -6.99897 3.58016 0.0623
C -2.36210 -6.08120 3.31563 -0.1588
C -1.64866 -6.64067 2.10392 -0.1660
C -2.77945 -7.30464 1.34448 -0.1340
H -2.79070 -5.09129 3.12714 0.0938
H -1.70582 -6.02226 4.18429 0.1352
H -1.11627 -5.88274 1.52720 0.1171
H -0.92106 -7.39719 2.41810 0.1111
H -3.28427 -6.60769 0.67247 0.1477
H -2.43632 -8.19234 0.79484 -0.1155
F 2.71834 4.16869 -3.49613 -0.2557
Br 3.77961 0.26309 4.15967 0.6137
Mg -1.49918 -9.88210 0.18218 0.8862
C 3.94744 2.58956 -8.87031 -0.2432
S 2.45761 2.85676 -7.89060 0.8931
O 2.63692 2.12884 -6.59711 -0.5063
C 1.35969 1.86388 -8.92141 -0.2493
H 4.77769 3.09841 -8.38051 0.0608
H 4.16344 1.52228 -8.93508 0.0655
H 3.80638 3.00673 -9.86828 0.0631
H 1.73305 0.84066 -8.98329 0.0646
H 1.29996 2.30384 -9.91764 0.0622
H 0.36776 1.86137 -8.46796 0.0546
```



No. 3
Below is a 3-piece molecular cluster, C18H39NO overall, with properties calculated with wB97M-V/def2-TZVPD.

## Properties
Maximum force: 2.161 eV/Å
Total charge: 0
Multiplicity: 1
SMILES: C#CCCOCCN.CCCCCC.CCCCCC
Frontier orbital gap: 10.06 eV

```
59
Properties=species:S:1:pos:R:3:lowdin_charge:R:1
C -1.43989 -4.26396 3.64581 0.0656
C -0.24085 -4.17847 3.89391 -0.1341
C 1.31282 -4.34858 4.10809 -0.1248
C 1.87200 -2.99225 4.79357 -0.2081
O 0.76838 -2.14694 5.17398 -0.2137
C 1.27431 -0.84980 5.52841 -0.2092
C 1.42190 0.16134 4.30815 -0.2565
N 0.52295 -0.11882 3.15522 -0.0144
H -2.51320 -4.41316 3.35097 0.0455
H 1.44053 -5.24866 4.79018 0.1139
H 1.85439 -4.46074 3.12056 0.1130
H 2.46781 -3.21092 5.73125 0.1261
H 2.46328 -2.42526 4.00304 0.1295
H 2.33308 -1.01605 5.93917 0.1167
H 0.70202 -0.36633 6.38662 0.1286
H 1.14316 1.20043 4.70190 0.1098
H 2.50874 0.26400 3.97188 0.1072
H -0.28215 -0.70199 3.41113 0.0645
H 0.10177 0.79376 2.91343 0.0482
C -1.14567 5.68235 -1.63290 -0.1131
C -2.06613 4.46990 -1.68833 -0.2697
C -2.59269 4.04543 -0.31694 -0.2278
C -1.52424 3.60353 0.68625 -0.2275
C -0.63812 2.44465 0.22574 -0.2657
C -1.41086 1.15627 -0.02200 -0.1195
H -0.24368 5.47794 -1.05190 0.0655
H -0.83175 5.96359 -2.64084 0.0694
H -1.65642 6.53964 -1.18727 0.0746
H -1.54776 3.63668 -2.17335 0.0915
H -2.92183 4.71182 -2.32709 0.1050
H -3.31959 3.23817 -0.45429 0.1012
H -3.15262 4.87971 0.12163 0.1091
H -2.02326 3.31914 1.61970 0.1082
H -0.88436 4.45594 0.93697 0.1010
H 0.10913 2.25425 1.00341 0.0921
H -0.08321 2.72108 -0.67628 0.0991
H -1.94010 0.83819 0.87991 0.0745
H -0.72429 0.35653 -0.31023 0.0636
H -2.13919 1.27131 -0.82796 0.0605
C 1.90750 -3.57746 -4.47291 -0.1152
C 2.09139 -2.32103 -3.63146 -0.2732
C 0.97103 -2.10379 -2.61379 -0.2299
C -0.42450 -1.90103 -3.20952 -0.2271
C -0.55132 -0.73505 -4.19200 -0.2652
C -0.26279 0.61957 -3.55882 -0.1092
H 1.00099 -3.52735 -5.08004 0.0652
H 2.75326 -3.70268 -5.15314 0.0686
H 1.84991 -4.46605 -3.83932 0.0747
H 2.18612 -1.45000 -4.28736 0.0982
H 3.03944 -2.40103 -3.08962 0.1041
H 1.22799 -1.24360 -1.98673 0.0980
H 0.93454 -2.96571 -1.93745 0.1104
H -1.13240 -1.74957 -2.38682 0.1068
H -0.74314 -2.81965 -3.71294 0.1006
H -1.57520 -0.72341 -4.57988 0.1050
H 0.10512 -0.88664 -5.05448 0.0989
H -0.93617 0.80878 -2.72052 0.0460
H -0.40561 1.41633 -4.29332 0.0723
H 0.76625 0.68566 -3.19781 0.0715
```



Which formula does entry 3 have? C18H39NO



Look up the multiplicity of the first one. 1



The highest total charge belongs to which entry? C18H39Br2CaF2LiMgN2NaO10PS2Si



What is the multiplicity in the second record? 1